(1)
{"formula": "C3H2O3", "method": "ωB97M-V/def2-TZVPD", "e_homo_ha": -0.35103, "charge": 0, "spin_multiplicity": 1, "total_energy_ev": -9282.7380, "orbital_gap_ev": 9.1, "smiles": "O=C=COC=O", "symbols": ["O", "C", "C", "O", "C", "O", "H", "H"], "coordinates": [[0.12, -2.25, 1.39], [-0.46, -1.29, 1.11], [-1.06, -0.22, 0.70], [-0.29, 0.61, -0.42], [0.96, 0.86, -1.08], [2.00, 0.34, -0.88], [-1.94, 0.31, 0.99], [0.68, 1.63, -1.80]]}


(2)
{"formula": "C11H25Cl2N3O3", "method": "ωB97M-V/def2-TZVPD", "e_homo_ha": -0.34884, "charge": 0, "spin_multiplicity": 1, "total_energy_ev": -47471.6386, "orbital_gap_ev": 9.7, "smiles": "CNC(C)=O.CNC(C)=O.CNC(C)=O.ClCCCl", "symbols": ["C", "N", "C", "C", "O", "H", "H", "H", "H", "H", "H", "H", "C", "N", "C", "C", "O", "H", "H", "H", "H", "H", "H", "H", "C", "N", "C", "C", "O", "H", "H", "H", "H", "H", "H", "H", "Cl", "C", "C", "Cl", "H", "H", "H", "H"], "coordinates": [[4.71, -0.37, -0.74], [4.19, 0.22, 0.49], [2.96, 0.02, 1.01], [2.75, 0.68, 2.34], [2.12, -0.65, 0.40], [5.42, 0.36, -1.12], [3.88, -0.44, -1.44], [5.23, -1.31, -0.55], [4.83, 0.68, 1.12], [3.11, 1.71, 2.33], [3.30, 0.12, 3.11], [1.73, 0.65, 2.70], [0.68, 2.64, -1.13], [0.23, 1.33, -1.53], [-0.89, 1.11, -2.27], [-1.00, -0.32, -2.80], [-1.67, 1.99, -2.60], [0.59, 2.74, -0.04], [0.14, 3.44, -1.63], [1.76, 2.71, -1.28], [0.81, 0.52, -1.35], [-0.14, -0.46, -3.46], [-1.85, -0.38, -3.47], [-1.05, -1.14, -2.09], [1.29, -2.42, 3.78], [0.62, -2.05, 2.55], [-0.67, -1.65, 2.53], [-1.14, -1.02, 1.24], [-1.42, -1.84, 3.48], [2.36, -2.26, 3.62], [1.08, -3.41, 4.20], [0.99, -1.75, 4.59], [1.22, -1.86, 1.76], [-1.30, 0.06, 1.31], [-2.12, -1.46, 1.04], [-0.49, -1.32, 0.42], [-5.20, 0.47, -4.22], [-4.70, 0.63, -2.53], [-5.78, 0.53, -1.49], [-6.81, 1.97, -1.43], [-4.17, 1.58, -2.45], [-4.01, -0.18, -2.30], [-5.27, 0.52, -0.52], [-6.31, -0.42, -1.57]]}


(3)
{"formula": "CAgF3LiO4P", "method": "ωB97M-V/def2-TZVPD", "e_homo_ha": -0.35675, "charge": 0, "spin_multiplicity": 1, "total_energy_ev": -30877.6804, "orbital_gap_ev": 6.9, "symbols": ["P", "F", "F", "F", "O", "Ag", "Li", "O", "O", "O", "C"], "coordinates": [[1.79, 0.04, -0.02], [2.62, 1.36, -0.32], [2.62, -0.40, 1.23], [0.53, -2.08, 0.80], [1.74, -0.80, -1.23], [-3.71, 0.26, -0.45], [0.05, -1.92, -0.90], [0.48, 0.73, 0.58], [-1.69, 1.15, 0.82], [-1.08, -0.28, -0.75], [-0.84, 0.52, 0.19]]}


(4)
{"formula": "C2H12NO4", "method": "ωB97M-V/def2-TZVPD", "e_homo_ha": [-0.38897, -0.38825], "s_squared": 0.761, "charge": 0, "spin_multiplicity": 2, "total_energy_ev": -11944.6187, "orbital_gap_ev": [11.0, 6.5], "symbols": ["C", "O", "C", "N", "H", "H", "H", "H", "H", "H", "H", "H", "O", "H", "H", "O", "H", "H", "O"], "coordinates": [[-1.98, -0.83, -0.38], [-2.93, 0.02, 0.26], [-0.69, -0.20, -0.94], [0.07, 0.24, 0.23], [-2.54, -1.39, -1.15], [-1.64, -1.56, 0.40], [-0.87, 0.53, -1.73], [-0.25, -1.12, -1.36], [-0.52, 1.24, 0.65], [1.00, 0.61, -0.03], [-1.31, 2.50, 1.69], [-2.42, 0.83, 0.50], [-1.12, 2.29, 0.76], [1.78, -1.95, 1.27], [0.81, -0.63, 0.86], [1.93, -1.00, 1.19], [3.39, 0.78, -1.08], [3.35, -0.38, -0.23], [3.95, 0.01, -0.90]]}


(5)
{"formula": "C6H12O", "method": "ωB97M-V/def2-TZVPD", "e_homo_ha": -0.32311, "charge": 0, "spin_multiplicity": 1, "total_energy_ev": -8462.4811, "orbital_gap_ev": 9.5, "smiles": "C/C=C\\C.C=CO", "symbols": ["C", "C", "C", "C", "H", "H", "H", "H", "H", "H", "H", "H", "C", "C", "O", "H", "H", "H", "H"], "coordinates": [[2.10, 0.55, -0.40], [1.52, -0.49, 0.53], [0.60, -1.41, 0.25], [-0.14, -1.54, -1.05], [1.78, 1.58, -0.16], [1.85, 0.37, -1.46], [3.20, 0.50, -0.34], [1.92, -0.50, 1.55], [0.24, -2.10, 1.03], [-0.12, -0.61, -1.63], [0.25, -2.35, -1.68], [-1.19, -1.75, -0.85], [-1.88, 0.43, 1.38], [-1.87, 1.27, 0.36], [-0.77, 1.99, -0.01], [-0.94, 0.24, 1.89], [-2.77, -0.15, 1.59], [-2.78, 1.44, -0.22], [-0.99, 2.55, -0.76]]}


(6)
{"formula": "C6H12N2O", "method": "ωB97M-V/def2-TZVPD", "e_homo_ha": -0.28338, "charge": 0, "spin_multiplicity": 1, "total_energy_ev": -11441.1481, "orbital_gap_ev": 8.6, "smiles": "C[C@]1(O)[C@]2(C)[C@H](N)[C@]12N", "symbols": ["C", "C", "O", "C", "C", "C", "N", "C", "N", "H", "H", "H", "H", "H", "H", "H", "H", "H", "H", "H", "H"], "coordinates": [[-1.65, 1.17, -0.94], [-0.97, -0.04, -0.38], [-1.81, -1.20, -0.47], [0.01, 0.11, 0.77], [0.01, -0.95, 1.84], [1.51, 0.52, 0.04], [1.68, 1.94, -0.16], [0.51, -0.28, -0.70], [0.88, -1.63, -1.09], [-2.40, 1.53, -0.24], [-2.14, 0.92, -1.89], [-0.95, 1.99, -1.14], [-2.17, -1.44, 0.40], [-0.12, -1.96, 1.45], [-0.83, -0.75, 2.52], [0.93, -0.92, 2.43], [2.42, -0.01, 0.33], [0.94, 2.46, 0.30], [2.56, 2.26, 0.23], [0.05, -2.12, -1.43], [1.55, -1.61, -1.85]]}


(7)
{"formula": "C15H35FN2O4S", "method": "ωB97M-V/def2-TZVPD", "e_homo_ha": -0.20679, "charge": 0, "spin_multiplicity": 1, "total_energy_ev": -40837.7712, "orbital_gap_ev": 5.5, "symbols": ["C", "N", "C", "N", "F", "C", "C", "C", "C", "C", "C", "C", "C", "C", "C", "O", "C", "S", "C", "O", "O", "H", "H", "H", "H", "H", "H", "H", "H", "H", "H", "H", "H", "H", "H", "H", "H", "H", "H", "H", "H", "H", "H", "H", "H", "H", "H", "H", "H", "H", "H", "H", "H", "C", "O", "H", "H", "H"], "coordinates": [[3.81, 0.86, 2.71], [3.33, 0.21, 1.46], [4.00, 0.80, 0.32], [3.13, 0.74, -0.90], [3.99, 1.03, -1.95], [2.54, -0.61, -1.18], [1.18, -0.87, -0.54], [1.10, -2.28, 0.06], [-0.22, -2.42, 0.84], [-1.45, -2.29, -0.05], [-2.76, -2.26, 0.74], [-3.98, -1.89, -0.13], [-4.39, -0.42, -0.05], [-3.25, 0.60, -0.27], [-2.54, 1.07, 1.00], [-2.03, 2.39, 0.88], [-2.89, 3.42, 1.34], [1.90, 2.14, -0.96], [1.30, 2.36, 0.68], [2.74, 3.25, -1.27], [0.89, 1.81, -1.89], [3.46, 0.30, 3.56], [3.47, 1.89, 2.73], [4.90, 0.86, 2.75], [3.66, -0.74, 1.52], [4.90, 0.27, 0.03], [4.21, 1.85, 0.52], [3.27, -1.33, -0.81], [2.45, -0.82, -2.26], [0.46, -0.81, -1.34], [0.94, -0.18, 0.27], [1.21, -3.03, -0.72], [1.90, -2.37, 0.80], [-0.21, -1.66, 1.63], [-0.25, -3.38, 1.34], [-1.35, -1.43, -0.70], [-1.48, -3.16, -0.71], [-2.69, -1.60, 1.61], [-2.92, -3.27, 1.12], [-3.77, -2.17, -1.16], [-4.81, -2.51, 0.21], [-5.11, -0.21, -0.84], [-4.90, -0.21, 0.89], [-2.53, 0.24, -0.99], [-3.68, 1.50, -0.71], [-1.68, 0.43, 1.21], [-3.22, 0.98, 1.85], [-3.16, 4.08, 0.51], [-2.36, 4.01, 2.10], [-3.79, 3.02, 1.81], [1.31, 1.45, 1.27], [1.92, 3.12, 1.15], [0.27, 2.69, 0.56], [0.65, -1.11, -4.00], [1.34, -2.03, -3.29], [1.10, -0.82, -4.98], [-0.39, -1.41, -4.28], [0.49, -0.11, -3.50]]}


(8)
{"formula": "C24H28B2CaCl3Cs2F3NNaO10", "method": "ωB97M-V/def2-TZVPD", "e_homo_ha": -0.32988, "charge": 2, "spin_multiplicity": 1, "total_energy_ev": -118302.3876, "orbital_gap_ev": 2.8, "symbols": ["C", "C", "C", "C", "C", "C", "C", "C", "Cl", "C", "B", "O", "O", "C", "N", "C", "O", "F", "C", "O", "F", "C", "O", "C", "C", "B", "O", "O", "C", "C", "C", "C", "O", "C", "O", "H", "H", "H", "H", "H", "H", "H", "H", "H", "H", "H", "H", "H", "H", "H", "H", "H", "H", "H", "H", "Cl", "Na", "C", "C", "C", "O", "C", "H", "H", "H", "H", "H", "H", "H", "H", "F", "Cs", "Cs", "Cl", "Ca"], "coordinates": [[1.31, 3.84, -0.47], [1.28, 2.38, -0.50], [0.16, 1.66, -0.08], [0.16, 0.18, -0.10], [1.23, -0.52, -0.56], [1.22, -2.12, -0.60], [1.03, -2.70, -2.07], [1.71, -4.19, -2.05], [3.55, -4.13, -2.10], [2.41, 0.30, -1.01], [3.74, -0.48, -1.52], [3.95, -0.90, -2.87], [4.75, -0.75, -0.67], [2.42, 1.66, -0.99], [3.52, 2.52, -1.40], [4.68, 2.45, -0.62], [5.79, 2.61, -0.98], [4.42, 2.26, 0.66], [3.76, 2.49, -2.77], [4.56, 1.85, -3.37], [2.94, 3.28, -3.49], [-1.09, -0.47, 0.44], [-1.12, -1.55, 0.98], [-2.37, 0.31, 0.32], [-3.64, -0.52, 0.25], [-3.91, -1.20, -1.16], [-4.34, -0.54, -2.28], [-3.75, -2.60, -1.26], [-2.38, 1.64, 0.33], [-3.58, 2.53, 0.28], [-4.17, 2.45, -1.16], [-4.13, 3.75, -1.93], [-3.26, 2.59, -2.20], [-1.05, 2.35, 0.46], [-1.01, 3.41, 1.02], [0.20, 4.21, -0.83], [1.54, 4.20, 0.53], [2.00, 4.21, -1.21], [2.17, -2.54, -0.24], [0.45, -2.61, -0.01], [-0.07, -2.79, -2.39], [1.59, -2.07, -2.83], [1.36, -4.85, -2.95], [1.44, -4.70, -1.06], [3.44, -0.30, -3.48], [5.10, -1.63, -0.86], [-3.52, -1.33, 0.97], [-4.52, 0.05, 0.56], [-5.26, -0.79, -2.45], [-2.83, -2.78, -1.48], [-3.32, 3.57, 0.44], [-4.35, 2.17, 0.96], [-5.04, 1.81, -1.31], [-4.90, 3.89, -2.67], [-3.37, 4.47, -1.66], [0.10, 1.56, -2.66], [4.82, 4.35, -4.36], [0.12, -1.59, 5.86], [-0.38, -1.88, 4.45], [-1.44, -2.93, 4.71], [-1.98, -2.67, 5.99], [-1.16, -1.71, 6.67], [0.61, -0.62, 5.97], [0.84, -2.37, 6.17], [-0.84, -0.98, 4.03], [0.41, -2.21, 3.76], [-1.01, -3.95, 4.73], [-2.24, -2.92, 3.97], [-1.70, -0.76, 6.70], [-0.98, -2.04, 7.69], [0.47, 2.01, -4.37], [2.30, -1.73, -4.12], [0.26, -6.06, -2.15], [0.10, 5.42, -2.20], [0.78, -4.94, 4.64]]}


(9)
{"formula": "C25H58BN6O3", "method": "ωB97M-V/def2-TZVPD", "e_homo_ha": -0.37225, "charge": 1, "spin_multiplicity": 1, "total_energy_ev": -42619.4749, "orbital_gap_ev": 7.0, "symbols": ["C", "C", "O", "O", "C", "C", "C", "C", "C", "C", "N", "C", "N", "N", "C", "C", "B", "O", "N", "C", "C", "H", "H", "H", "H", "H", "H", "H", "H", "H", "H", "H", "H", "H", "H", "H", "H", "H", "H", "H", "H", "H", "H", "H", "H", "H", "H", "H", "H", "C", "C", "N", "C", "C", "C", "C", "H", "H", "H", "H", "H", "H", "H", "H", "H", "H", "H", "H", "H", "H", "H", "C", "C", "N", "C", "C", "C", "C", "H", "H", "H", "H", "H", "H", "H", "H", "H", "H", "H", "H", "H", "H", "H"], "coordinates": [[8.23, -1.39, 1.26], [8.53, -1.27, -0.19], [9.22, -2.02, -0.81], [7.93, -0.19, -0.79], [6.82, -0.56, -1.61], [5.88, 0.63, -1.83], [5.89, 1.66, -0.70], [5.37, 1.17, 0.65], [3.87, 1.41, 0.94], [2.96, 1.39, -0.28], [1.52, 1.26, 0.15], [0.71, 2.11, -0.54], [0.73, 3.47, -0.45], [-0.18, 1.50, -1.31], [0.28, 0.08, -1.47], [0.87, -0.06, -0.08], [1.58, -1.42, 0.35], [1.99, -1.59, 1.65], [1.65, -2.48, -0.65], [0.49, -3.40, -0.45], [2.92, -3.19, -0.63], [8.36, -0.43, 1.76], [8.82, -2.18, 1.71], [7.17, -1.65, 1.36], [6.28, -1.39, -1.14], [7.18, -0.91, -2.58], [4.89, 0.21, -2.00], [6.16, 1.13, -2.75], [6.93, 1.96, -0.57], [5.38, 2.56, -1.03], [5.92, 1.71, 1.42], [5.60, 0.12, 0.79], [3.52, 0.61, 1.59], [3.70, 2.33, 1.48], [3.08, 2.29, -0.87], [3.17, 0.55, -0.93], [1.57, 3.99, -0.60], [-0.12, 3.94, -0.19], [-0.45, 2.02, -2.14], [-0.45, -0.66, -1.77], [1.05, 0.12, -2.25], [-0.02, -0.01, 0.58], [2.91, -1.43, 1.86], [-0.11, -3.11, 0.42], [0.83, -4.43, -0.34], [-0.18, -3.36, -1.31], [3.06, -3.81, 0.26], [2.98, -3.86, -1.49], [3.76, -2.49, -0.71], [-3.65, -1.29, -0.62], [-4.42, -2.47, -1.18], [-3.79, -3.74, -0.85], [-4.30, -4.86, -1.63], [-5.77, -5.26, -1.46], [-3.61, -3.99, 0.57], [-4.84, -3.98, 1.48], [-2.60, -1.33, -0.93], [-4.07, -0.35, -0.98], [-3.68, -1.25, 0.47], [-4.43, -2.39, -2.27], [-5.47, -2.41, -0.85], [-3.67, -5.73, -1.43], [-4.13, -4.62, -2.69], [-5.95, -5.76, -0.52], [-6.06, -5.95, -2.26], [-6.44, -4.40, -1.52], [-2.90, -3.25, 0.95], [-3.09, -4.95, 0.68], [-5.50, -3.14, 1.27], [-4.53, -3.91, 2.52], [-5.43, -4.90, 1.38], [-2.69, 6.35, 1.02], [-3.53, 5.21, 0.46], [-2.97, 3.89, 0.75], [-3.59, 2.82, -0.02], [-5.08, 2.52, 0.21], [-2.75, 3.61, 2.16], [-3.94, 3.71, 3.12], [-1.65, 6.27, 0.69], [-3.09, 7.30, 0.67], [-2.71, 6.37, 2.11], [-3.56, 5.31, -0.63], [-4.56, 5.32, 0.81], [-3.01, 1.91, 0.15], [-3.45, 3.06, -1.08], [-5.25, 2.01, 1.16], [-5.44, 1.85, -0.58], [-5.69, 3.41, 0.18], [-1.97, 4.29, 2.52], [-2.31, 2.61, 2.24], [-4.52, 4.62, 2.95], [-3.58, 3.74, 4.15], [-4.61, 2.86, 3.04]]}


(10)
{"formula": "C5H3N4S2", "method": "ωB97M-V/def2-TZVPD", "e_homo_ha": -0.15838, "charge": -1, "spin_multiplicity": 1, "total_energy_ev": -32862.2166, "orbital_gap_ev": 7.2, "smiles": "c1cc(Sc2nn[n-]n2)cs1", "symbols": ["C", "C", "C", "S", "C", "N", "N", "N", "N", "C", "S", "H", "H", "H"], "coordinates": [[2.41, 0.03, -0.62], [1.13, 0.37, -0.84], [0.35, -0.73, -0.61], [-1.53, -0.82, -1.21], [-2.05, 0.27, -0.02], [-1.01, 0.95, 0.58], [-1.77, 1.60, 1.50], [-3.01, 1.41, 1.40], [-3.26, 0.55, 0.46], [1.03, -1.69, 0.09], [2.61, -1.15, 0.65], [3.41, 0.53, -0.70], [0.97, 1.34, -1.24], [0.72, -2.66, 0.57]]}


> The highest charge belongs to which entry?

C24H28B2CaCl3Cs2F3NNaO10